1.
{
  "formula": "C17H15N3O3S2",
  "method": "ωB97M-V with the def2-TZVPD basis set",
  "multiplicity": 1,
  "largest_force_ev_per_a": 1.8,
  "smiles": "Cc1cccc(Nc2nnc(SCC(=O)c3ccc(O)cc3O)s2)c1",
  "homo_ev": -7.935,
  "charge": 0,
  "relative_energy_kj_mol": 119.5,
  "orbital_gap_ev": 7.85,
  "elements": ["C", "C", "C", "C", "C", "C", "N", "C", "N", "N", "C", "S", "C", "C", "O", "C", "C", "C", "C", "O", "C", "C", "O", "S", "C", "H", "H", "H", "H", "H", "H", "H", "H", "H", "H", "H", "H", "H", "H", "H"],
  "xyz": [[-6.522, -1.767, 1.693], [-6.146, -0.802, 0.611], [-7.122, -0.278, -0.231], [-6.779, 0.617, -1.228], [-5.463, 1.002, -1.399], [-4.479, 0.483, -0.561], [-3.163, 0.900, -0.772], [-2.056, 0.546, -0.096], [-1.958, -0.269, 0.899], [-0.728, -0.419, 1.365], [0.165, 0.267, 0.756], [1.842, 0.215, 1.189], [2.519, 1.449, 0.009], [4.005, 1.633, 0.255], [4.391, 2.711, 0.696], [4.904, 0.535, -0.042], [4.468, -0.686, -0.585], [5.337, -1.711, -0.844], [6.702, -1.556, -0.565], [7.524, -2.589, -0.834], [7.163, -0.365, -0.034], [6.289, 0.687, 0.231], [6.803, 1.804, 0.738], [-0.491, 1.251, -0.575], [-4.825, -0.418, 0.440], [-7.068, -2.612, 1.276], [-7.170, -1.281, 2.421], [-5.639, -2.137, 2.206], [-8.152, -0.574, -0.103], [-7.541, 1.020, -1.878], [-5.196, 1.702, -2.178], [-3.033, 1.560, -1.526], [2.020, 2.402, 0.191], [2.321, 1.105, -1.006], [3.423, -0.833, -0.803], [4.998, -2.646, -1.259], [8.434, -2.367, -0.596], [8.210, -0.220, 0.188], [6.067, 2.452, 0.871], [-4.052, -0.811, 1.080]]
}

***

2.
{
  "formula": "C3H7PS3",
  "method": "ωB97M-V with the def2-TZVPD basis set",
  "multiplicity": 1,
  "largest_force_ev_per_a": 4.0,
  "smiles": "CP1(=S)SCCS1",
  "homo_ev": -7.867,
  "charge": 0,
  "relative_energy_kj_mol": 110.4,
  "orbital_gap_ev": 8.04,
  "elements": ["C", "P", "S", "S", "C", "C", "S", "H", "H", "H", "H", "H", "H", "H"],
  "xyz": [[1.587, -0.629, 2.141], [1.262, -0.194, 0.347], [3.079, 0.056, -1.066], [0.234, 1.615, 0.221], [-0.968, 1.158, -1.126], [-0.539, -0.188, -1.798], [-0.129, -1.489, -0.588], [0.716, -0.919, 2.717], [2.155, -1.612, 1.864], [2.178, -0.052, 2.826], [-0.960, 2.001, -1.876], [-1.876, 1.052, -0.644], [-1.319, -0.474, -2.521], [0.359, -0.088, -2.249]]
}

***

3.
{
  "formula": "C63H55F15NO10PS",
  "method": "ωB97M-V with the def2-TZVPD basis set",
  "multiplicity": 1,
  "largest_force_ev_per_a": 8.6,
  "smiles": "CCOCCOCCOCc1c2c(c(-c3cccnc3)c(S(=O)(=O)C(F)(F)C(F)(F)C(F)(F)C(F)(F)F)c1P(=O)(O)O)C(=O)c1cccc(C[C@@H](C)F)c1C2=O.Fc1ccccc1.Fc1ccccc1.Fc1ccccc1.Fc1ccccc1.Fc1ccccc1",
  "homo_ev": -9.183,
  "charge": 0,
  "orbital_gap_ev": 6.82,
  "elements": ["C", "C", "O", "C", "C", "O", "C", "C", "O", "C", "C", "C", "C", "C", "C", "C", "C", "C", "N", "C", "C", "S", "O", "O", "C", "F", "F", "C", "F", "F", "C", "F", "F", "C", "F", "F", "F", "C", "P", "O", "O", "O", "C", "O", "C", "C", "C", "C", "C", "C", "C", "C", "F", "C", "C", "O", "H", "H", "H", "H", "H", "H", "H", "H", "H", "H", "H", "H", "H", "H", "H", "H", "H", "H", "H", "H", "H", "H", "H", "H", "H", "H", "H", "H", "H", "H", "F", "C", "C", "C", "C", "C", "C", "H", "H", "H", "H", "H", "F", "C", "C", "C", "C", "C", "C", "H", "H", "H", "H", "H", "F", "C", "C", "C", "C", "C", "C", "H", "H", "H", "H", "H", "F", "C", "C", "C", "C", "C", "C", "H", "H", "H", "H", "H", "F", "C", "C", "C", "C", "C", "C", "H", "H", "H", "H", "H"],
  "xyz": [[2.372, 8.027, 0.451], [1.672, 8.825, 1.672], [1.006, 7.815, 2.505], [-0.445, 8.011, 2.458], [-1.102, 6.657, 3.053], [-0.074, 5.943, 3.775], [-0.079, 4.531, 3.473], [1.171, 4.230, 2.477], [0.845, 3.016, 1.748], [0.513, 3.279, 0.379], [-0.019, 2.055, -0.483], [-0.665, 0.842, 0.214], [-1.196, -0.369, -0.647], [-0.984, -0.320, -2.185], [-1.590, -1.614, -2.914], [-0.965, -3.035, -2.653], [-1.637, -4.259, -3.348], [-2.880, -3.950, -4.220], [-3.468, -2.679, -4.493], [-2.835, -1.587, -3.836], [-0.292, 0.882, -2.936], [-0.107, 0.672, -4.743], [-1.423, 0.533, -5.500], [0.595, 1.813, -5.468], [1.010, -0.789, -5.242], [1.221, -0.553, -6.650], [0.364, -2.040, -5.201], [2.474, -0.739, -4.600], [2.822, 0.533, -4.040], [3.434, -0.933, -5.657], [2.805, -1.817, -3.470], [3.972, -1.311, -2.790], [1.773, -1.765, -2.502], [3.211, -3.280, -3.971], [2.910, -4.197, -2.925], [4.642, -3.295, -4.068], [2.724, -3.663, -5.222], [0.153, 2.129, -2.060], [0.848, 3.657, -2.955], [-0.297, 4.064, -3.925], [2.327, 3.404, -3.731], [1.037, 5.058, -2.019], [-1.904, -1.614, 0.113], [-2.974, -2.146, -0.243], [-1.109, -2.058, 1.448], [-0.893, -3.543, 1.840], [-0.089, -3.851, 3.147], [0.480, -2.640, 3.963], [0.252, -1.147, 3.572], [0.832, 0.110, 4.390], [-0.196, 0.687, 5.485], [-1.233, -0.476, 5.854], [0.558, 1.054, 6.657], [-0.572, -0.845, 2.304], [-0.929, 0.641, 1.776], [-1.421, 1.482, 2.559], [1.789, 7.070, 0.176], [2.432, 8.744, -0.455], [3.409, 7.684, 0.803], [0.917, 9.600, 1.273], [2.459, 9.322, 2.349], [-0.808, 8.150, 1.367], [-0.717, 8.934, 3.082], [-1.930, 6.990, 3.783], [-1.550, 6.084, 2.174], [-1.031, 4.163, 2.944], [0.043, 3.893, 4.427], [2.156, 4.073, 3.058], [1.307, 5.114, 1.761], [-0.140, 4.228, 0.310], [1.531, 3.567, -0.104], [-0.072, -3.221, -1.974], [-1.290, -5.329, -3.210], [-3.391, -4.862, -4.708], [-3.304, -0.548, -4.010], [3.085, 3.493, -3.091], [0.242, 5.261, -1.478], [-1.330, -4.392, 1.198], [0.061, -4.941, 3.469], [1.093, -2.874, 4.894], [1.011, 0.931, 3.593], [1.884, -0.114, 4.813], [-0.761, 1.605, 5.092], [-0.707, -1.461, 6.149], [-1.779, -0.134, 6.813], [-2.051, -0.628, 5.068], [8.283, 1.078, 1.489], [7.753, 0.959, 0.263], [7.488, 2.100, -0.479], [6.943, 1.975, -1.753], [6.659, 0.712, -2.266], [6.925, -0.427, -1.511], [7.480, -0.304, -0.241], [7.708, 3.074, -0.059], [6.739, 2.861, -2.345], [6.230, 0.616, -3.259], [6.699, -1.410, -1.910], [7.701, -1.179, 0.358], [-0.590, -6.089, -1.582], [-1.345, -7.068, -1.048], [-2.685, -6.827, -0.789], [-3.467, -7.839, -0.242], [-2.897, -9.077, 0.049], [-1.549, -9.305, -0.211], [-0.769, -8.297, -0.768], [-3.109, -5.855, -1.015], [-4.519, -7.665, -0.043], [-3.507, -9.864, 0.480], [-1.107, -10.267, 0.021], [0.280, -8.459, -0.985], [-9.089, -0.468, 2.142], [-7.818, -0.141, 1.861], [-7.363, 1.135, 2.153], [-6.044, 1.473, 1.866], [-5.199, 0.533, 1.280], [-5.669, -0.744, 0.986], [-6.984, -1.085, 1.283], [-8.038, 1.855, 2.602], [-5.676, 2.466, 2.098], [-4.171, 0.799, 1.052], [-5.010, -1.473, 0.525], [-7.364, -2.077, 1.069], [0.628, 10.740, -0.771], [0.087, 10.619, -1.995], [-0.194, 11.760, -2.731], [-0.750, 11.633, -4.001], [-1.027, 10.369, -4.515], [-0.745, 9.231, -3.764], [-0.180, 9.356, -2.500], [0.021, 12.735, -2.312], [-0.967, 12.519, -4.588], [-1.465, 10.271, -5.503], [-0.966, 8.247, -4.164], [0.055, 8.481, -1.905], [-1.852, -11.392, 2.029], [-0.789, -12.006, 2.574], [-0.785, -12.281, 3.933], [0.313, -12.921, 4.497], [1.399, -13.271, 3.698], [1.386, -12.986, 2.336], [0.284, -12.355, 1.769], [-1.636, -11.994, 4.540], [0.323, -13.147, 5.558], [2.257, -13.767, 4.140], [2.235, -13.255, 1.716], [0.253, -12.134, 0.708]]
}

***

4.
{
  "formula": "C5H3N",
  "method": "ωB97M-V with the def2-TZVPD basis set",
  "multiplicity": 1,
  "largest_force_ev_per_a": 6.8,
  "homo_ev": [-8.504, -8.498],
  "charge": 0,
  "relative_energy_kj_mol": 493.9,
  "orbital_gap_ev": [7.96, 7.95],
  "elements": ["C", "C", "C", "C", "C", "N", "H", "H", "H"],
  "xyz": [[-1.318, 0.836, 0.707], [0.114, -0.430, -0.897], [-1.196, -0.218, -0.438], [-0.049, 0.773, 1.332], [1.257, -0.696, -0.079], [0.990, 0.365, 0.633], [-2.329, 0.981, 1.023], [0.349, -0.589, -2.032], [2.182, -1.022, -0.250]]
}

***

5.
{
  "formula": "C10H15NO",
  "method": "ωB97M-V with the def2-TZVPD basis set",
  "multiplicity": 2,
  "largest_force_ev_per_a": 1.9,
  "homo_ev": [-12.119, -12.119],
  "charge": 1,
  "relative_energy_kj_mol": 97.7,
  "orbital_gap_ev": [7.50, 3.68],
  "s_squared": 0.769,
  "elements": ["C", "C", "C", "O", "N", "H", "H", "H", "H", "H", "H", "H", "C", "C", "C", "C", "C", "C", "C", "H", "H", "H", "H", "H", "H", "H", "H"],
  "xyz": [[-2.762, 1.445, 0.122], [-2.065, 2.798, -0.095], [-2.929, 0.567, -1.110], [-3.822, -0.244, -1.209], [-1.901, 0.610, -2.015], [-2.205, 0.779, 0.788], [-3.749, 1.598, 0.535], [-0.977, 2.762, -0.103], [-2.514, 3.538, 0.571], [-1.938, 0.143, -2.907], [-1.159, 1.275, -1.852], [-2.370, 3.211, -1.070], [1.618, 0.683, -0.520], [2.979, -2.758, 0.489], [2.304, -2.917, 1.665], [2.772, -1.578, -0.257], [1.693, -0.675, 0.082], [1.190, -2.057, 1.984], [0.843, -1.026, 1.109], [3.624, -3.554, 0.159], [2.619, -3.705, 2.339], [3.521, -1.310, -0.998], [0.599, -2.284, 2.866], [2.307, 1.313, 0.055], [0.652, 1.097, -0.318], [-0.086, -0.510, 1.274], [1.756, 0.799, -1.584]]
}

***

6.
{
  "formula": "C8H9NO",
  "method": "ωB97M-V with the def2-TZVPD basis set",
  "multiplicity": 1,
  "largest_force_ev_per_a": 4.9,
  "smiles": "C#CN1O[C@H]2C=C[C@@H]1CC2",
  "homo_ev": -8.551,
  "charge": 0,
  "relative_energy_kj_mol": 660.9,
  "orbital_gap_ev": 9.51,
  "elements": ["C", "C", "N", "O", "C", "C", "C", "C", "C", "C", "H", "H", "H", "H", "H", "H", "H", "H", "H"],
  "xyz": [[-2.347, -1.840, 1.619], [-1.291, -1.316, 1.361], [0.009, -0.672, 1.268], [-0.043, 0.757, 1.396], [0.403, 1.540, 0.249], [1.774, 1.083, -0.157], [1.850, -0.264, -0.161], [0.483, -0.961, -0.077], [-0.337, -0.213, -1.199], [-0.603, 1.245, -0.860], [-3.028, -2.493, 2.078], [0.324, 2.456, 0.634], [2.509, 1.843, -0.308], [2.534, -1.051, -0.384], [0.591, -2.092, -0.019], [-1.225, -0.862, -1.287], [0.247, -0.466, -2.084], [-0.390, 1.829, -1.652], [-1.461, 1.477, -0.416]]
}

***

7.
{
  "formula": "C3H11NO2",
  "method": "ωB97M-V with the def2-TZVPD basis set",
  "multiplicity": 1,
  "largest_force_ev_per_a": 1.0,
  "smiles": "C=C(C)N.O.O",
  "homo_ev": -8.755,
  "charge": 0,
  "relative_energy_kj_mol": 50.2,
  "orbital_gap_ev": 9.30,
  "elements": ["C", "C", "C", "N", "H", "H", "H", "H", "H", "H", "H", "O", "H", "H", "O", "H", "H"],
  "xyz": [[1.167, 0.609, 1.904], [0.041, 0.040, 1.488], [-1.285, 0.735, 1.416], [0.028, -1.254, 0.937], [2.105, 0.085, 1.937], [1.181, 1.610, 2.280], [-2.079, 0.117, 1.825], [-1.499, 1.079, 0.404], [-1.326, 1.575, 2.092], [-0.865, -1.677, 0.716], [0.604, -1.940, 1.405], [-1.643, 0.041, -3.294], [-1.476, 0.848, -2.797], [-1.071, -0.612, -2.878], [1.854, -0.065, -1.455], [1.316, 0.675, -1.140], [1.670, -0.860, -0.953]]
}

***

8.
{
  "formula": "C26H23ClInN2O4",
  "method": "ωB97M-V with the def2-TZVPD basis set",
  "multiplicity": 1,
  "largest_force_ev_per_a": 0.2,
  "homo_ev": -10.648,
  "charge": 1,
  "relative_energy_kj_mol": 18.7,
  "orbital_gap_ev": 6.97,
  "elements": ["In", "Cl", "C", "C", "C", "C", "O", "C", "C", "N", "C", "C", "C", "C", "C", "C", "C", "C", "N", "C", "C", "H", "H", "H", "H", "H", "H", "H", "H", "H", "H", "C", "C", "O", "C", "C", "C", "C", "C", "C", "O", "H", "H", "H", "H", "H", "H", "H", "C", "C", "O", "H", "H", "H", "H", "H", "H"],
  "xyz": [[-0.076, -0.015, -0.150], [-5.779, 4.268, 1.537], [-4.659, 3.011, 1.138], [-5.071, 1.952, 0.317], [-4.209, 0.936, -0.002], [-2.876, 0.927, 0.461], [-2.120, -0.098, 0.168], [-2.460, 2.017, 1.278], [-1.160, 2.122, 1.858], [-0.115, 1.438, 1.512], [1.103, 1.527, 2.220], [1.490, 2.566, 3.026], [2.715, 2.520, 3.722], [3.544, 1.442, 3.611], [3.192, 0.365, 2.765], [4.007, -0.781, 2.599], [3.609, -1.780, 1.758], [2.404, -1.627, 1.051], [1.628, -0.579, 1.189], [1.982, 0.417, 2.051], [-3.382, 3.035, 1.622], [-6.086, 1.939, -0.058], [-4.530, 0.111, -0.623], [-1.072, 2.841, 2.673], [0.865, 3.441, 3.140], [2.987, 3.354, 4.354], [4.478, 1.398, 4.155], [4.940, -0.852, 3.143], [4.202, -2.670, 1.610], [2.072, -2.382, 0.349], [-3.062, 3.843, 2.267], [-1.037, -4.112, -1.396], [-0.808, -2.636, -1.540], [-0.072, -2.119, -0.660], [-1.369, -1.903, -2.648], [-2.250, -2.580, -3.525], [-2.759, -1.987, -4.649], [-2.370, -0.677, -4.953], [-1.518, 0.015, -4.130], [-1.016, -0.558, -2.948], [-0.204, 0.180, -2.217], [-0.514, -4.457, -0.509], [-0.670, -4.639, -2.276], [-2.099, -4.338, -1.298], [-2.535, -3.598, -3.300], [-3.438, -2.525, -5.294], [-2.750, -0.199, -5.847], [-1.222, 1.030, -4.359], [0.560, 3.587, -1.385], [1.787, 2.866, -0.877], [1.650, 1.433, -0.971], [0.696, 4.665, -1.297], [-0.334, 3.310, -0.822], [0.382, 3.361, -2.437], [1.981, 3.073, 0.175], [2.677, 3.155, -1.440], [1.428, 1.208, -1.891]]
}